#w
Below is 2 unconnected molecules or ions with the total composition C4H15N2O, with properties calculated with wB97M-V/def2-TZVPD.

Summary:
orbital gap: 10.9 eV

The geometry in ORCA input format:
```
! wB97M-V def2-TZVPD RIJCOSX def2/J DEFGRID3
* xyz 1 1
N 1.01370 -0.43194 0.93033
C 1.44207 0.89056 0.31710
C 1.48812 0.70969 -1.22284
N 0.39516 -0.18299 -1.60140
C -0.93775 0.43598 -1.71647
C -2.03330 -0.59037 -1.32960
H 0.21278 -0.64558 0.27746
H 0.83672 -0.52568 1.93241
H 1.50259 -1.30572 0.71630
H 0.67595 1.58415 0.64529
H 2.39442 1.12532 0.79593
H 2.49217 0.34150 -1.48561
H 1.42767 1.66593 -1.77088
H 0.60072 -0.46459 -2.55636
H -1.09110 1.02259 -2.62064
H -1.06375 1.27195 -1.00655
H -1.67637 -1.56907 -1.66508
H -2.02691 -0.60844 -0.22597
H -3.01479 -0.51045 -1.78441
H -1.34137 -0.18461 4.60213
H -0.40534 -1.21897 4.74497
O -0.89140 -0.80926 4.02388
*
```

=====

#x
Below is 2 unconnected molecules or ions with the total composition C4H15N2O, with properties calculated with wB97M-V/def2-TZVPD.

Summary:
orbital gap: 10.0 eV

The geometry in ORCA input format:
```
! wB97M-V def2-TZVPD RIJCOSX def2/J DEFGRID3
* xyz 1 1
C 0.49317 0.35252 1.61943
N 1.30413 -0.73944 2.10503
C 0.04434 0.23760 0.16374
N -0.93205 1.39170 -0.09050
C -1.76509 1.27375 -1.32668
C 1.18157 0.32238 -0.82350
H 1.05534 1.27939 1.76901
H -0.38729 0.40561 2.27243
H 2.22426 -0.73006 1.72089
H 0.88895 -1.63758 1.91842
H -0.52218 -0.67357 -0.01961
H -0.36852 2.24896 -0.10450
H -1.54266 1.48686 0.72701
H -2.48360 2.08616 -1.34483
H -2.28057 0.31901 -1.29929
H -1.09483 1.29205 -2.17716
H 1.82555 -0.54478 -0.70998
H 1.80293 1.21115 -0.71144
H 0.84692 0.26154 -1.85440
H -0.75183 -3.35538 -1.00995
H 0.54747 -3.59316 -0.33277
O -0.08601 -2.89472 -0.49132
*
```

=====

Stability summary: most stable #x, least stable #w.

=====

#w
Below is 3 unconnected molecules or ions with the total composition C4H15N2O, with properties calculated with wB97M-V/def2-TZVPD.

Summary:
orbital gap: 5.0 eV

The geometry in ORCA input format:
```
! wB97M-V def2-TZVPD RIJCOSX def2/J DEFGRID3
* xyz 1 1
N 0.87540 -0.28315 1.47255
C -0.11676 0.56958 1.97715
C -0.36707 1.79644 1.06156
N -0.54058 1.47282 -0.34574
C -1.13462 0.17340 -0.64659
C -1.16928 2.58262 -1.04361
H 5.79581 -6.68388 -5.38053
H 1.71934 -0.28332 2.05906
H 5.68665 -6.12445 -4.90215
H -1.09874 0.04543 2.08348
H 0.06984 0.96847 2.97967
H -1.24575 2.33038 1.45324
H 0.50019 2.46029 1.18003
H -2.08185 -0.02312 -0.13651
H -1.27196 0.08756 -1.72441
H -0.38685 -0.53914 -0.33891
H -2.21423 2.68573 -0.72242
H -0.62325 3.50603 -0.86526
H -1.20010 2.38209 -2.10787
H 0.02520 -1.67367 1.33234
H -0.47994 -3.16694 1.45355
O -0.74143 -2.28318 1.16136
*
```

=====

#x
Below is 2 unconnected molecules or ions with the total composition C4H15N2O, with properties calculated with wB97M-V/def2-TZVPD.

Summary:
orbital gap: 11.3 eV

The geometry in ORCA input format:
```
! wB97M-V def2-TZVPD RIJCOSX def2/J DEFGRID3
* xyz 1 1
C -0.84493 0.67070 2.44785
C -1.80851 -0.28866 1.75278
N -1.17588 -0.99020 0.61050
H -0.72259 1.57154 1.84381
H -1.23759 0.95701 3.41410
H 0.12188 0.18425 2.58370
H -2.20299 -0.98688 2.49422
H -2.69680 0.21065 1.36393
H -0.47954 -1.63239 0.97372
H -1.86277 -1.54951 0.11826
C 1.85806 -0.46729 -1.36455
O 2.64995 -0.86644 -2.47226
C 0.78963 0.40013 -1.98328
N -0.11494 0.99267 -0.93809
H 2.43494 0.11006 -0.63256
H 1.48182 -1.36653 -0.87143
H 3.44405 -1.26252 -2.12947
H 1.24811 1.21082 -2.54390
H 0.14392 -0.16009 -2.65361
H 0.44552 1.57613 -0.32029
H -0.60053 0.17973 -0.30809
H -0.87083 1.50680 -1.38537
*
```

=====

Stability summary: most stable #x, least stable #w.